Entry 1:
64
Properties=species:S:1:pos:R:3:forces:R:3:mulliken_charge:R:1 method="wB97M-V/def2-TZVPD" multiplicity=1 orbital_gap_ha=0.2504 total_energy_ev=-50635.3183 de_lowest_ev=0.0000
C 0.841 -2.207 3.548 -0.3 0.3 -1.4 -1.4247
C -0.333 -2.027 2.454 0.4 1.3 3.5 -0.1747
N -0.311 -2.960 1.305 -2.5 -0.7 0.5 0.2715
C 0.855 -2.709 0.522 4.5 -2.1 -1.4 -0.7726
C -0.293 -4.443 1.787 1.9 -0.5 0.1 -0.3452
C -1.412 -4.817 2.768 0.5 -0.2 -0.9 -1.4638
C -1.583 -2.591 0.501 3.9 -0.4 -4.9 -0.7038
C -1.877 -3.664 -0.575 -2.5 -1.0 -2.2 -0.3473
O -3.143 -3.274 -1.280 0.4 0.1 1.6 -0.4891
C -3.052 -2.696 -2.596 8.2 -4.2 1.7 -0.4739
H 1.866 -2.264 3.152 -0.5 -0.3 -0.3 0.3520
H 0.605 -3.051 4.130 0.1 -1.4 0.7 0.4004
H 0.951 -1.409 4.284 -0.8 0.5 -0.4 0.3871
H -0.063 -1.028 1.992 -1.6 -0.6 0.5 0.2383
H -1.377 -2.226 3.110 2.7 1.2 -2.4 0.4669
H 1.102 -3.455 -0.297 -1.1 0.2 1.0 0.3431
H 1.842 -2.759 1.108 -1.8 0.3 -0.4 0.4617
H 0.854 -1.817 -0.028 -0.6 1.8 -0.1 0.0619
H 0.758 -4.479 2.329 -2.1 -0.3 -1.5 0.4853
H -0.351 -5.124 0.823 0.5 1.5 2.1 0.4764
H -2.302 -4.530 2.305 -1.8 0.2 -0.9 0.3737
H -1.500 -4.340 3.712 0.8 0.7 0.9 0.3101
H -1.509 -5.879 2.965 0.5 -0.2 -0.3 0.4279
H -1.653 -1.551 0.056 1.9 -0.6 0.1 0.2218
H -2.399 -2.459 1.020 -4.1 -0.5 3.8 0.7398
H -2.155 -4.635 -0.046 0.3 1.1 -0.8 0.1037
H -1.271 -3.946 -1.508 0.5 0.8 2.0 0.3841
H -3.714 -2.023 -2.717 -5.5 4.1 -1.0 0.4133
H -2.984 -3.577 -3.287 -0.2 1.3 0.0 0.2746
H -2.070 -2.012 -2.628 -1.7 -1.7 -0.3 -0.0012
O -0.809 0.776 -0.159 2.2 0.1 -0.6 -0.8757
H 0.098 1.088 -0.485 -2.1 -0.7 0.8 -0.2603
C 0.865 1.865 -3.137 -0.5 0.0 -4.0 -0.4491
S -0.192 0.505 -3.509 -1.0 -0.9 -2.1 0.6588
O -0.202 0.343 -5.026 0.1 0.1 1.3 -0.7486
C 0.777 -0.882 -2.841 -7.0 1.3 -1.1 0.1244
H 0.429 2.744 -3.574 -0.6 0.3 0.0 0.4098
H 1.847 1.863 -3.500 1.6 -0.7 -1.1 0.5408
H 0.950 1.942 -2.169 -0.1 0.7 5.3 -0.4431
H 1.553 -1.011 -3.349 6.1 -1.7 -5.5 0.8024
H 0.126 -1.692 -2.739 -0.7 -1.2 0.5 0.1409
H 1.184 -0.468 -2.083 1.9 2.1 6.5 -0.8283
C 2.533 1.574 0.066 1.0 -2.7 -1.8 -0.4977
S 2.398 0.553 1.515 -2.2 1.3 0.9 0.8293
O 3.309 -0.605 1.333 0.7 0.3 0.0 -0.6599
C 3.201 1.726 2.630 -1.0 -0.2 3.8 -1.2788
H 1.809 2.307 -0.174 -0.4 1.6 1.0 0.3880
H 2.098 0.821 -0.658 1.2 0.3 0.2 -0.4401
H 3.629 1.755 -0.124 -1.3 0.1 -0.1 0.4729
H 3.410 1.139 3.579 -0.5 0.5 -0.9 0.3108
H 2.943 2.778 3.019 -0.8 -1.7 -1.3 0.3268
H 4.123 1.811 2.232 3.4 0.5 -1.5 0.4497
C -2.102 6.726 -0.326 2.7 2.6 -0.6 -0.3689
C -0.798 7.531 -0.736 -2.3 -4.0 0.1 -0.3066
C 0.277 6.878 -1.253 1.9 -1.1 0.3 -0.5111
C 0.216 5.402 -1.388 -2.2 -0.2 0.1 -0.0246
C -0.938 4.613 -1.068 -0.5 6.8 1.0 -0.3128
C -2.183 5.411 -0.505 4.9 -2.9 -1.3 -0.5831
H -2.917 7.109 0.272 0.2 1.0 -0.2 0.3163
H -0.581 8.530 -0.681 -0.8 2.6 0.8 0.4048
H 1.387 7.503 -1.361 -3.5 -2.1 0.0 0.1488
H 1.064 4.914 -1.831 0.4 -0.3 0.2 0.3551
H -0.948 3.601 -0.877 0.1 -2.4 -0.4 0.5394
H -2.874 4.789 0.005 -1.0 -0.2 0.0 0.3723

***

Entry 2:
93
Properties=species:S:1:pos:R:3:forces:R:3:mulliken_charge:R:1 method="wB97M-V/def2-TZVPD" multiplicity=1 orbital_gap_ha="0.1607 / 0.1602" total_energy_ev=-89229.3778 total_charge=+4
Ce -1.917 -0.259 -0.943 5.7 -1.6 -4.5 0.0794
P 0.728 0.988 1.909 1.3 0.4 0.6 0.7722
P -1.882 2.617 -1.973 -0.6 1.2 -0.9 0.8089
P 1.014 -0.090 -2.538 0.6 -0.6 -0.7 0.9253
H -1.428 -4.335 -0.028 0.2 -0.2 0.0 0.0755
C -0.579 -4.894 0.376 0.6 0.4 0.1 -0.4559
C 0.637 -4.331 0.440 -0.5 -0.4 0.1 -0.1718
H 0.807 -3.304 0.095 0.0 -0.3 0.0 -0.0871
C 1.483 1.662 3.411 -0.3 0.0 0.3 -1.3076
C 0.819 2.256 0.635 -0.3 0.4 -0.5 0.0468
C 1.739 -0.422 1.419 -0.3 -0.5 -0.2 -0.8767
C -3.191 2.627 -3.267 0.0 -0.3 0.0 -1.2928
C -2.422 4.067 -0.978 0.0 -0.3 0.5 -1.3496
C -0.506 3.401 -2.894 0.4 -0.3 0.0 -1.0701
C 1.892 -1.694 -2.320 -0.3 -0.1 0.3 -1.0261
C 2.471 1.033 -2.594 -0.3 0.4 0.4 -1.5383
C 0.650 -0.207 -4.340 -0.6 0.2 0.2 -1.0894
H -0.770 -5.919 0.708 0.1 0.4 -0.2 0.3563
H 1.510 -4.874 0.821 -0.4 0.2 -0.2 0.3537
H 1.548 0.897 4.196 0.0 0.1 -0.2 0.4672
H 0.914 2.517 3.796 0.2 -0.2 -0.1 0.3962
H 2.497 1.993 3.144 -0.2 -0.1 0.0 0.5732
H -0.118 2.825 0.548 0.3 -0.1 0.1 -0.0335
H 1.064 1.825 -0.349 -0.1 0.0 0.3 -0.6251
H 1.622 2.955 0.914 -0.2 -0.2 0.0 0.7987
H 1.544 -1.293 2.058 0.1 0.2 0.0 0.4251
H 2.794 -0.134 1.533 -0.2 0.1 0.0 0.6291
H 1.553 -0.705 0.373 0.1 0.1 0.2 -0.1390
H -3.344 3.660 -3.611 0.0 -0.4 0.0 0.5614
H -4.134 2.232 -2.865 0.2 0.2 -0.3 0.3524
H -2.885 1.997 -4.114 -0.1 0.2 0.1 0.3660
H -2.883 4.816 -1.638 0.2 -0.2 0.2 0.5264
H -1.562 4.520 -0.466 -0.2 0.0 -0.1 0.4116
H -3.158 3.768 -0.220 0.0 0.3 -0.2 0.3404
H -0.866 4.313 -3.395 0.0 -0.3 0.2 0.5703
H -0.098 2.716 -3.649 -0.1 0.2 0.2 0.2387
H 0.299 3.675 -2.198 -0.2 0.0 -0.2 0.3469
H 2.365 -1.993 -3.265 -0.1 0.1 0.3 0.5301
H 1.181 -2.474 -2.017 0.2 0.1 -0.2 -0.1259
H 2.664 -1.596 -1.546 -0.1 -0.1 -0.2 0.4838
H 3.055 0.845 -3.506 -0.2 0.0 0.3 0.5006
H 3.111 0.862 -1.717 -0.1 0.1 -0.2 0.4293
H 2.141 2.080 -2.592 0.2 -0.2 -0.1 0.3443
H 1.596 -0.299 -4.893 -0.3 0.0 0.2 0.5948
H 0.121 0.697 -4.668 0.1 -0.2 -0.1 0.2996
H 0.016 -1.079 -4.548 0.1 0.2 0.0 0.1812
C -1.758 -2.768 -3.233 -0.2 -0.9 -1.4 0.3893
C -2.712 -2.363 -4.204 0.8 0.0 0.2 -0.1915
C -2.710 -2.979 -5.450 -0.3 0.1 0.1 -0.7710
C -1.841 -4.045 -5.710 0.1 0.0 0.0 -0.5804
C -1.011 -4.537 -4.699 -0.1 -0.2 0.2 -0.7770
C -0.996 -3.938 -3.445 0.0 0.7 0.0 -0.0657
O -1.508 -1.998 -2.167 -1.3 2.2 2.2 -0.0862
H -2.839 1.903 0.668 -0.1 -0.1 0.0 -0.1235
H -3.389 -1.534 -3.975 0.2 -0.1 -0.2 0.2833
H -3.392 -2.624 -6.226 0.2 -0.2 0.2 0.4414
H -1.821 -4.503 -6.702 0.0 0.1 0.3 0.4496
H -0.367 -5.398 -4.880 -0.2 0.2 0.0 0.4563
H -0.374 -4.302 -2.627 0.0 0.0 -0.3 0.3068
C -3.615 3.668 4.825 0.0 -0.1 -0.1 -0.6729
C -2.531 4.025 4.020 0.2 0.0 -0.1 -0.9084
C -1.761 3.043 3.395 -0.2 -0.3 0.0 -0.2717
C -2.089 1.681 3.567 0.4 0.8 -0.2 0.3655
C -3.173 1.327 4.394 -0.1 -0.2 -0.2 -0.5039
C -3.936 2.319 5.012 0.2 0.0 -0.1 -0.8288
P -1.286 0.360 2.612 -1.7 -0.7 2.4 2.1354
C -0.888 -0.981 3.779 0.7 -0.3 -0.3 0.9762
C -0.459 -2.234 3.283 0.0 0.1 -0.1 0.1991
C 0.006 -3.218 4.149 -0.1 0.0 -0.2 -1.0719
C 0.083 -2.967 5.523 -0.1 0.2 -0.1 -0.7782
C -0.312 -1.724 6.025 -0.1 0.0 -0.1 -0.8456
C -0.790 -0.735 5.166 -0.1 0.4 -0.1 -0.9621
C -2.551 -0.111 1.413 0.8 -1.3 0.0 0.5643
C -2.842 -1.454 1.079 -1.2 0.0 1.1 -0.2132
C -3.701 -1.774 0.012 0.7 -0.7 0.5 -1.0679
C -4.335 -0.753 -0.737 -2.0 1.7 0.5 -0.5376
C -4.151 0.592 -0.411 -1.8 -1.4 -0.8 -0.8276
C -3.439 0.990 0.843 0.3 0.9 1.0 -0.6137
H -4.214 4.442 5.308 0.2 -0.2 -0.1 0.4719
H -2.281 5.076 3.867 -0.1 -0.3 0.1 0.4943
H -0.910 3.334 2.774 -0.3 0.1 0.1 0.2222
H -3.422 0.274 4.549 0.0 0.3 0.0 0.4991
H -4.781 2.033 5.637 0.3 0.1 -0.1 0.4878
H -0.475 -2.434 2.208 0.1 -0.1 0.3 -0.2331
H 0.318 -4.181 3.741 -0.1 0.3 0.1 0.5460
H 0.457 -3.738 6.197 -0.1 0.2 -0.2 0.4491
H -0.243 -1.518 7.093 -0.1 0.0 -0.3 0.4840
H -1.087 0.236 5.570 0.1 -0.3 0.0 0.4444
H -2.345 -2.272 1.600 0.0 0.2 -0.2 0.7282
H -3.816 -2.818 -0.288 0.0 0.3 0.1 0.6081
H -4.915 -1.038 -1.620 0.1 0.2 0.2 0.6844
H -4.602 1.387 -1.004 -0.1 -0.3 0.2 1.0230
H -4.150 1.312 1.623 -0.1 -0.1 -0.2 0.6260

***

Entry 3:
16
Properties=species:S:1:pos:R:3:forces:R:3:mulliken_spin:R:1 method="wB97M-V/def2-TZVPD" multiplicity=2 orbital_gap_ha="0.2347 / 0.2953" total_energy_ev=-10816.4696 total_charge=+1
C 0.993 1.847 0.377 -0.1 -0.2 -0.3 0.0080
C 0.657 0.642 0.848 -0.1 0.5 -0.1 0.0086
C 1.040 -0.692 0.290 -3.3 -1.8 0.2 0.1026
H 0.557 2.750 0.806 0.3 -0.2 0.0 -0.0012
H 1.701 1.966 -0.450 -0.1 0.0 0.3 0.0048
H -0.054 0.571 1.675 0.3 0.0 -0.2 0.0070
H 1.465 -1.376 1.036 0.0 0.3 0.1 -0.0473
C 1.893 -0.646 -0.900 -0.1 0.9 -1.7 0.6575
O 3.034 -0.603 -1.168 -0.1 -0.3 0.6 0.2284
O -2.047 0.289 -0.414 -0.5 1.7 -0.2 -0.0057
C -1.717 -0.973 -0.269 1.0 -1.6 0.0 -0.0235
C -0.479 -1.487 -0.108 2.4 0.7 0.7 0.0306
Li -0.692 0.970 -1.621 0.0 -0.5 0.7 0.0310
Li -3.486 1.023 0.352 0.2 -0.2 -0.1 -0.0008
H -0.330 -2.567 -0.128 -0.2 0.3 0.1 -0.0002
H -2.536 -1.714 -0.325 0.3 0.3 -0.1 0.0003